Density functional theory data (ωB97M-V/def2-TZVPD) for a cluster of 8 separate species, C32H88N8O8 in total in a non-equilibrium geometry.

Last column: Mulliken charge in e.
Element x y z (Å)
C 3.85468 -0.24550 2.28204  -1.45
C 4.67274 -0.31997 0.99891  0.86
C 6.19350 -0.14479 1.29557  -1.14
O 6.44906 1.20194 1.72905  -0.30
C 7.81265 1.33528 2.06965  -0.78
N 4.32866 -1.52488 0.30754  -0.63
H 4.05903 0.65031 2.86843  0.39
H 4.18623 -0.96896 3.02688  0.45
H 2.78559 -0.31934 2.08282  0.27
H 4.33116 0.47025 0.33036  0.24
H 6.71833 -0.29012 0.35137  0.39
H 6.67910 -0.81899 2.00108  0.40
H 8.48508 1.18785 1.22454  0.30
H 8.03876 0.77894 2.97931  0.32
H 7.89420 2.39728 2.30115  0.26
H 3.37973 -1.33345 0.01945  0.13
H 4.20012 -2.26446 0.98325  0.29
C 2.94060 -3.51506 -3.46780  -0.83
C 3.30808 -2.19847 -4.28476  0.44
C 2.72596 -0.92126 -3.63031  -0.79
O 1.29536 -0.85643 -3.46973  0.24
C 0.54286 -0.78188 -4.69882  -1.53
N 4.74556 -2.04371 -4.58933  -0.77
H 3.12137 -4.38313 -4.10174  0.38
H 1.90520 -3.61606 -3.14244  -0.05
H 3.47961 -3.53009 -2.52051  0.28
H 2.92237 -2.33509 -5.29504  0.17
H 2.95867 -0.15840 -4.37327  0.45
H 3.15831 -0.66032 -2.66435  0.20
H 0.88473 -0.10831 -5.48465  0.27
H -0.47022 -0.56805 -4.35815  0.12
H 0.57588 -1.77021 -5.15732  0.41
H 5.18695 -1.73626 -3.73449  0.28
H 5.21570 -2.93755 -4.59930  0.29
C 0.95779 0.64525 -0.31189  -0.87
C 0.13728 -0.69449 -0.08930  2.23
C -1.26004 -0.69379 -0.76806  -0.03
O -2.04294 0.08414 0.03753  0.80
C -3.41097 0.21879 -0.44932  -2.68
N 0.98280 -1.68911 -0.84741  1.46
H 0.47624 1.47371 0.20759  -0.14
H 1.02211 1.00474 -1.33889  0.26
H 1.99801 0.58962 0.00895  -0.28
H 0.16421 -0.93311 0.97392  -0.45
H -1.64411 -1.71299 -0.81094  0.21
H -1.11109 -0.30034 -1.77360  0.27
H -3.79244 -0.72621 -0.83605  0.54
H -3.27521 0.89726 -1.29154  -0.24
H -4.00004 0.59955 0.38501  0.24
H 1.21662 -1.28639 -1.74365  -0.64
H 0.51866 -2.56383 -1.04630  -0.53
C 0.83693 -4.61494 1.37649  -0.78
C 0.78252 -5.56525 0.15551  0.34
C -0.42470 -5.39847 -0.81494  -1.27
O -0.48899 -4.07394 -1.46745  1.43
C -1.59693 -3.87727 -2.27658  -3.37
N 1.93919 -5.34623 -0.64221  -0.73
H -0.07759 -4.65009 1.96852  0.39
H 1.03235 -3.57627 1.10987  -0.28
H 1.64447 -4.90539 2.04851  0.38
H 0.67241 -6.60513 0.46310  0.43
H -1.38381 -5.53717 -0.31596  0.46
H -0.40128 -6.11206 -1.63855  0.44
H -2.59577 -3.98350 -1.85335  0.70
H -1.55579 -4.52043 -3.15564  0.52
H -1.49481 -2.83898 -2.59221  0.19
H 1.86023 -5.66129 -1.59855  0.38
H 1.99272 -4.34561 -0.76863  0.03
C 0.54923 1.95338 3.30466  -1.07
C -0.30168 3.09952 3.81628  0.89
C 0.16511 3.52880 5.23848  -1.22
O -0.10161 2.43764 6.19816  -0.10
C 0.40906 2.81095 7.49397  -0.86
N -0.10633 4.10547 2.73514  -0.81
H 1.61859 2.14692 3.38905  0.44
H 0.29706 1.57618 2.31360  0.05
H 0.45435 1.09870 3.97445  0.08
H -1.35656 2.83061 3.87103  0.26
H -0.28616 4.49150 5.47862  0.44
H 1.23654 3.72901 5.24633  0.33
H 1.48769 2.93613 7.58882  0.32
H 0.09292 2.02745 8.18265  0.22
H -0.15114 3.67829 7.84329  0.35
H -0.57911 3.69599 1.94211  0.43
H 0.87559 4.10024 2.49869  0.34
C -0.71322 -0.70229 6.82335  -0.98
C -1.76712 -1.60976 6.12736  0.86
C -1.24880 -2.95609 5.59173  -1.14
O -0.54454 -2.88427 4.33208  -0.17
C -1.36041 -2.45985 3.25441  0.06
N -2.79772 -1.90148 7.14847  -0.84
H -0.23327 -0.06434 6.08121  0.03
H 0.02150 -1.22362 7.43695  0.26
H -1.17146 0.01869 7.50034  0.35
H -2.29107 -1.05229 5.35096  0.25
H -1.97318 -3.76858 5.53477  0.45
H -0.62185 -3.38192 6.37512  0.33
H -2.24502 -3.08832 3.15148  0.55
H -0.76187 -2.47306 2.34353  -0.73
H -1.60095 -1.40809 3.40943  0.23
H -3.45600 -2.53075 6.71170  0.26
H -3.37997 -1.11697 7.40462  0.27
C -4.01379 0.58035 -4.48144  -1.76
C -4.59039 1.95580 -4.29664  1.54
C -4.81432 2.73832 -5.57371  -1.41
O -3.54358 2.97478 -6.20323  0.00
C -3.60333 3.68566 -7.45698  -0.95
N -5.91841 1.79384 -3.72570  -0.89
H -3.01946 0.70481 -4.91029  0.02
H -4.63796 0.03329 -5.18802  0.47
H -3.91010 0.05213 -3.53363  0.59
H -3.98293 2.58728 -3.64833  -0.31
H -5.36480 3.67330 -5.46932  0.47
H -5.46445 2.15762 -6.22809  0.40
H -2.58607 3.93490 -7.75889  0.22
H -4.23360 4.55847 -7.28653  0.34
H -4.09087 3.03414 -8.18219  0.33
H -6.54436 1.36788 -4.39417  0.41
H -5.96126 1.15320 -2.94606  0.30
C -2.11912 5.20021 -0.01683  -1.75
C -2.12393 3.71076 -0.34500  0.63
C -1.28676 3.39436 -1.58616  -0.35
O -1.81221 3.99338 -2.77484  -0.47
C -1.05512 3.64067 -3.92517  -0.47
N -1.75762 2.80509 0.82596  0.31
H -1.14315 5.64560 -0.20975  0.35
H -2.42745 5.38263 1.01260  0.42
H -2.86688 5.76190 -0.57668  0.42
H -3.15841 3.53118 -0.63775  0.05
H -1.30628 2.32116 -1.77577  -0.09
H -0.22508 3.56539 -1.40816  0.50
H -0.03224 3.96548 -3.73456  0.40
H -1.52487 4.14919 -4.76710  0.15
H -1.09756 2.57206 -4.13587  0.08
H -2.48396 2.92265 1.51784  0.32
H -1.70192 1.83678 0.54424  -0.37

Atoms 1-3, force components in eV/Å:
0.4911 0.8594 0.8958
0.4813 0.5158 1.6834
-0.5413 0.8755 -1.0997

Output
- 2S+1: 2
- Relative energy (zero: lowest compared OMol25 entry of this formula, charge and spin): 0.0 kcal/mol
- Charge: -1
- E_LUMO (spin up / spin down): 2.394 / 2.386 eV
- Gap between HOMO and LUMO (spin up / spin down): 1.82 / 9.00 eV
- F_max: 3.66 eV/Å
- Expectation value of S²: 0.75